Entry 1:
Formula: C27H23N4O4ReS
Source: the OMol25 dataset
Level of theory: ωB97M-V with the def2-TZVPD basis set

Geometry (Å):
Re  -0.726  0.218  -0.026
S  1.403  -1.144  1.212
O  -0.363  0.823  2.334
O  0.719  0.357  -1.534
O  2.037  -0.786  -2.906
O  -0.374  2.306  -0.058
N  2.608  1.022  0.283
N  -2.444  -0.344  1.039
N  -2.209  0.708  -1.368
N  -0.598  -1.796  -0.767
C  0.197  -4.346  -1.557
C  -0.805  -1.955  5.311
C  3.897  -0.962  0.188
C  -1.594  -2.046  4.196
C  4.732  1.096  -0.728
C  0.122  0.123  4.513
C  -1.533  -1.079  3.171
C  -0.923  3.363  -3.510
C  3.570  1.710  -0.356
C  0.800  -3.219  -2.089
C  -3.683  -0.188  0.286
C  0.022  -0.832  5.483
C  0.383  -1.967  -1.666
C  0.617  4.020  -1.298
C  4.895  -0.271  -0.443
C  -0.578  0.003  3.271
C  1.121  -0.710  -2.114
C  -1.094  2.622  -2.327
C  2.702  -0.305  0.534
C  -2.490  -1.065  2.128
C  0.786  4.687  -2.485
C  -0.284  2.931  -1.177
C  -0.826  -4.166  -0.636
C  -3.377  -0.129  -1.218
C  0.024  4.350  -3.609
C  -1.196  -2.884  -0.280
C  -2.130  1.648  -2.249
H  -1.542  3.134  -4.364
H  5.504  1.645  -1.239
H  -4.123  0.766  0.596
H  -4.401  -0.983  0.509
H  -1.967  -2.720  0.459
H  0.585  -0.734  6.399
H  -1.319  -5.003  -0.170
H  3.981  -2.010  0.422
H  -0.837  -2.725  6.066
H  0.532  -5.334  -1.830
H  1.182  4.304  -0.421
H  5.799  -0.777  -0.738
H  -3.384  -1.669  2.305
H  -4.239  0.260  -1.763
H  -3.140  -1.130  -1.596
H  -2.272  -2.879  4.086
H  0.759  0.987  4.636
H  1.608  -3.263  -2.803
H  3.363  2.748  -0.563
H  1.739  1.494  0.550
H  1.506  5.488  -2.556
H  0.179  4.873  -4.540
H  -2.919  1.734  -2.993

Properties
**Charge**: +1
**Frontier orbital gap (spin up / spin down)**: 0.2183 / 0.2267 Ha
**ΔE to the lowest compared entry with this formula, charge and spin**: 1.500 eV
**Spin multiplicity**: 2

=====

Entry 2:
Formula: C27H24As3CoNS5
Source: the OMol25 dataset
Level of theory: ωB97M-V with the def2-TZVPD basis set

Geometry (Å):
As  2.079  -6.378  -1.064
As  2.130  1.707  -0.654
As  -1.487  0.607  -0.795
Co  3.713  -4.624  0.140
S  -1.272  -1.452  -1.802
S  5.673  -0.453  1.128
S  3.399  -4.674  -2.071
S  2.187  -5.562  1.313
S  3.070  -8.218  -1.105
N  4.660  -2.909  0.348
C  1.795  -0.892  0.264
C  -4.075  0.462  -2.136
C  -2.869  -2.237  0.303
C  -0.387  1.608  -2.196
C  -5.322  0.948  -2.581
C  3.677  5.331  2.117
C  -2.537  -4.444  1.232
C  -1.805  -2.474  -0.535
C  -4.800  3.168  -1.508
C  0.547  2.602  -1.506
C  1.241  -2.004  0.941
C  4.319  4.066  2.083
C  0.219  -0.469  2.514
C  -1.074  -3.695  -0.528
C  1.434  0.399  0.610
C  2.692  3.212  0.514
C  2.599  5.537  1.248
C  -5.668  2.335  -2.305
C  -3.208  -3.194  1.265
C  2.170  4.484  0.422
C  3.822  3.059  1.297
C  -3.194  1.256  -1.449
C  0.492  -1.778  2.121
C  0.584  0.618  1.701
C  -3.586  2.584  -1.154
C  5.012  -1.869  0.719
C  -1.438  -4.688  0.409
H  2.094  6.484  1.116
H  0.199  0.814  -2.683
H  4.357  2.144  1.396
H  -2.818  3.120  -0.623
H  4.067  6.102  2.703
H  1.391  4.728  -0.255
H  -4.011  -3.025  1.979
H  1.487  -3.097  0.683
H  -0.379  -0.290  3.379
H  5.140  3.828  2.744
H  -1.048  2.074  -2.950
H  -0.046  -2.574  2.638
H  1.017  3.366  -2.243
H  2.462  -1.113  -0.633
H  -3.494  -1.311  0.232
H  0.009  3.241  -0.781
H  -6.615  2.673  -2.665
H  0.270  1.612  1.979
H  -0.891  -5.610  0.506
H  -5.176  4.161  -1.262
H  -2.949  -5.223  2.060
H  -5.967  0.242  -3.112
H  -0.175  -3.805  -1.102
H  -3.717  -0.509  -2.405

Properties
**Charge**: -2
**Frontier orbital gap (spin up / spin down)**: 0.1693 / 0.1756 Ha
**ΔE to the lowest compared entry with this formula, charge and spin**: 1.295 eV
**Spin multiplicity**: 4

=====

Entry 3:
Formula: C27H24BCoN4O
Source: the OMol25 dataset
Level of theory: ωB97M-V with the def2-TZVPD basis set

Geometry (Å):
Co  -0.917  -0.132  0.451
O  -0.104  -1.797  4.101
N  -0.622  -1.481  1.870
N  -2.126  -1.755  -0.262
N  0.190  -1.216  -2.067
N  -0.433  1.113  2.085
C  2.186  0.823  0.309
C  -3.028  -4.166  -1.289
C  0.503  0.972  4.279
C  3.862  -1.315  -0.148
C  -0.298  2.440  2.130
C  2.628  -1.260  -0.775
C  0.007  -2.062  -2.829
C  -2.274  -4.128  -0.134
C  -0.258  -1.110  3.078
C  -1.840  -2.903  0.364
C  1.736  -0.193  -0.558
C  -3.346  -2.971  -1.921
C  0.851  2.919  -1.570
C  -1.340  4.565  -1.183
C  -1.033  -2.830  1.640
C  0.406  -0.184  -1.159
C  -0.091  5.135  -1.410
C  -0.623  0.876  -1.196
C  -2.870  -1.799  -1.371
C  -0.389  2.326  -1.300
C  0.649  2.345  4.315
C  -1.483  3.192  -1.128
C  3.418  0.760  0.929
C  0.236  3.097  3.223
C  -0.045  0.388  3.145
C  4.277  -0.312  0.715
C  0.996  4.299  -1.609
B  -0.246  -3.226  -3.873
H  3.707  1.567  1.593
H  1.079  2.830  5.183
H  0.329  4.174  3.206
H  -3.064  -0.845  -1.846
H  -1.256  -2.919  -4.471
H  0.712  -3.285  -4.607
H  -1.656  -3.208  2.464
H  2.353  -2.069  -1.437
H  1.975  4.721  -1.808
H  4.504  -2.166  -0.345
H  1.707  2.286  -1.760
H  -1.998  -5.038  0.384
H  -0.616  2.981  1.246
H  -0.186  -3.527  1.568
H  0.789  0.318  5.090
H  -0.406  -4.239  -3.227
H  5.239  -0.363  1.210
H  0.028  6.211  -1.441
H  -1.444  0.592  -1.857
H  1.553  1.674  0.509
H  -2.455  2.756  -0.923
H  -3.915  -2.946  -2.839
H  -2.209  5.199  -1.041
H  -3.351  -5.113  -1.702

Properties
**Charge**: -1
**Frontier orbital gap (spin up / spin down)**: 0.2237 / 0.2288 Ha
**ΔE to the lowest compared entry with this formula, charge and spin**: 0.054 eV
**Spin multiplicity**: 2

=====

Entry 4:
Formula: C27H24ClI2N3O4Rh
Source: the OMol25 dataset
Level of theory: ωB97M-V with the def2-TZVPD basis set

Geometry (Å):
I  -0.714  -0.545  3.287
I  -5.978  -0.185  0.452
Rh  -0.764  -0.145  0.644
Cl  -4.959  5.365  0.414
O  -0.879  -0.434  -1.422
O  -0.529  -2.523  0.404
O  -2.801  0.007  0.596
O  4.036  1.545  -1.947
N  1.235  -0.079  0.666
N  0.711  -0.624  -4.591
N  -1.059  2.056  0.717
C  1.912  0.095  -0.495
C  -4.686  1.416  0.498
C  3.977  0.582  3.136
C  0.166  -4.748  0.554
C  -1.952  4.678  0.625
C  -4.301  3.792  0.484
C  -1.359  -4.720  0.680
C  1.307  0.000  3.129
C  -1.621  -0.945  -4.001
C  1.463  -0.098  -1.826
C  -0.617  4.393  0.716
C  1.960  0.203  4.334
C  3.815  0.328  -2.658
C  2.364  0.012  -2.877
C  -0.204  3.055  0.759
C  3.315  0.376  1.937
C  -3.273  1.164  0.572
C  3.309  0.510  4.348
C  -2.876  3.623  0.577
C  1.934  -0.288  -4.193
C  -1.706  -3.324  0.176
C  0.095  -0.412  -2.241
C  0.533  -3.329  0.944
C  1.933  0.099  1.877
C  -5.167  2.714  0.451
C  -2.374  2.322  0.624
C  -0.208  -0.661  -3.624
H  3.904  0.424  1.036
H  2.928  0.440  -0.422
H  0.119  5.184  0.756
H  0.567  -3.212  2.031
H  -1.679  -1.131  -5.069
H  -1.650  -4.834  1.725
H  -1.919  -3.310  -0.893
H  5.039  0.797  3.113
H  -2.001  -1.808  -3.450
H  -6.230  2.897  0.387
H  0.462  -4.946  -0.477
H  4.287  -0.453  -2.061
H  3.901  2.281  -2.551
H  4.326  0.345  -3.624
H  -2.298  5.701  0.590
H  3.823  0.677  5.285
H  -2.547  -2.871  0.704
H  1.412  0.113  5.263
H  -1.853  -5.498  0.101
H  1.470  -2.974  0.521
H  0.636  -5.489  1.199
H  -2.263  -0.103  -3.736
H  2.682  -0.286  -4.984
H  0.845  2.785  0.831

Properties
**Charge**: +1
**Frontier orbital gap (spin up / spin down)**: 0.1738 / 0.1845 Ha
**ΔE to the lowest compared entry with this formula, charge and spin**: 0.262 eV
**Spin multiplicity**: 5

=====

Entry 5:
Formula: C27H24ClI2N8O9RuS
Source: the OMol25 dataset
Level of theory: ωB97M-V with the def2-TZVPD basis set

Geometry (Å):
I  -1.086  1.499  -8.332
I  1.835  4.357  -3.903
Ru  0.700  0.279  -0.943
Cl  2.977  -0.604  0.639
S  0.132  1.515  5.040
O  2.723  -0.511  -0.795
O  1.067  1.856  6.071
O  0.116  1.818  1.188
O  -1.271  1.619  5.312
O  1.251  1.674  -2.594
O  1.850  2.088  -0.117
O  1.729  -0.396  1.302
O  3.918  0.353  1.039
O  3.426  -1.922  0.886
N  -3.298  0.031  0.069
N  0.437  2.522  3.743
N  -1.023  3.044  -1.361
N  -0.163  -1.576  -0.603
N  -0.046  -0.589  -3.335
N  -2.974  2.325  -0.391
N  -1.254  0.800  -0.879
N  -4.859  1.583  0.682
C  -0.464  0.351  -5.533
C  -0.672  -1.692  -3.700
C  1.241  2.300  0.947
C  1.429  -3.954  2.835
C  -0.303  1.478  -6.372
C  1.583  -0.804  4.908
C  0.497  -0.116  4.408
C  -3.682  1.300  0.114
C  0.886  2.661  -4.668
C  -1.520  -1.510  -0.417
C  1.864  -2.061  4.406
C  -0.020  -1.904  2.931
C  -1.136  -0.833  -5.886
C  -0.309  -0.644  3.423
C  -1.763  2.047  -0.847
C  0.077  0.412  -4.220
C  -0.270  -3.946  -0.608
C  0.360  2.610  -5.943
C  -1.230  -1.854  -4.967
C  0.779  1.584  -3.761
C  1.819  2.651  3.355
C  1.073  -2.619  3.408
C  1.903  3.246  1.954
C  -1.665  -3.903  -0.411
C  -2.072  -0.206  -0.400
C  0.429  -2.758  -0.701
C  -2.290  -2.688  -0.313
H  2.180  -0.350  5.683
H  1.674  -4.662  3.624
H  -1.580  -0.927  -6.866
H  -3.355  -2.583  -0.190
H  2.940  3.393  1.653
H  -2.230  -4.819  -0.352
H  -5.337  0.853  1.178
H  -0.643  -2.331  2.160
H  -5.118  2.546  0.796
H  2.305  -3.832  2.195
H  2.313  3.292  4.094
H  2.707  -2.617  4.787
H  -0.024  2.879  -1.451
H  -0.134  2.271  2.931
H  2.328  1.674  3.369
H  -1.144  -0.075  3.049
H  0.249  -4.888  -0.669
H  -0.737  -2.487  -2.971
H  0.467  3.462  -6.596
H  -1.326  3.980  -1.149
H  -1.736  -2.773  -5.218
H  0.611  -4.354  2.240
H  1.500  -2.758  -0.872
H  1.362  4.195  1.917

Properties
**Frontier orbital gap (spin up / spin down)**: 0.1880 / 0.2028 Ha
**ΔE to the lowest compared entry with this formula, charge and spin**: 3.025 eV
**Spin multiplicity**: 2

=====

Entry 6:
Formula: C27H24F10N7SSe2Te2Zr
Source: the OMol25 dataset
Level of theory: ωB97M-V with the def2-TZVPD basis set

Geometry (Å):
Te  -1.369  2.754  -0.688
Te  -1.957  4.863  0.790
Zr  0.547  -0.033  -0.106
Se  -2.745  2.556  -2.686
Se  -1.804  0.784  0.854
S  1.536  2.089  1.120
F  4.415  -1.762  -4.263
F  6.439  -2.798  -2.756
F  5.961  0.161  4.019
F  1.465  -0.802  4.888
F  5.909  -3.564  -0.185
F  3.902  -0.372  5.726
F  2.974  -0.257  0.414
F  1.968  -1.529  -3.284
F  5.417  0.228  1.310
F  3.505  -3.217  0.872
N  2.581  2.245  -1.398
N  0.869  -0.862  1.960
N  -0.505  -0.210  -2.172
N  -1.335  -2.320  0.627
N  1.590  1.344  -1.688
N  1.323  -2.125  -0.627
N  3.539  3.524  0.215
C  5.213  -2.645  -2.237
C  4.191  -2.103  -2.987
C  -2.095  -1.187  -3.652
C  4.729  -0.086  3.551
C  1.232  1.257  -2.925
C  2.072  -0.648  2.566
C  2.404  -0.619  3.935
C  -2.746  -2.550  0.285
C  3.683  -0.363  4.405
C  3.185  -0.332  1.762
C  2.599  -2.314  -1.136
C  1.831  2.070  -4.023
C  3.671  -2.882  -0.419
C  0.913  -3.250  0.211
C  4.295  4.290  -0.759
C  -0.300  0.114  -4.527
C  2.600  2.613  -0.138
C  -0.108  -1.533  2.803
C  0.101  0.364  -3.224
C  2.923  -1.963  -2.451
C  -1.408  -0.686  -4.743
C  -1.327  -2.141  2.090
C  4.456  -0.060  2.193
C  3.470  5.394  -1.410
C  -1.606  -0.922  -2.386
C  -0.574  -3.459  0.138
C  4.936  -3.049  -0.942
H  -2.845  -2.895  -0.744
H  4.667  3.597  -1.513
H  1.066  2.726  -4.446
H  3.425  3.910  1.137
H  -0.842  -3.590  -0.914
H  2.603  4.970  -1.913
H  -3.002  -1.763  -3.764
H  1.222  -3.137  1.255
H  2.651  2.668  -3.639
H  0.401  -2.341  3.344
H  -0.853  -4.379  0.679
H  -1.544  -3.113  2.560
H  0.225  0.566  -5.353
H  3.112  6.104  -0.663
H  -2.186  -1.505  2.302
H  1.380  -4.173  -0.156
H  -1.750  -0.884  -5.750
H  5.160  4.707  -0.240
H  4.068  5.937  -2.143
H  -3.177  -3.330  0.928
H  -2.107  -1.263  -1.499
H  -3.315  -1.629  0.415
H  -0.510  -0.858  3.564
H  2.197  1.416  -4.816

Properties
**Charge**: -1
**Frontier orbital gap**: 0.1914 Ha
**Spin multiplicity**: 1

=====

Entry 7:
Formula: C27H24F38NO9S2
Source: the OMol25 dataset
Level of theory: ωB97M-V with the def2-TZVPD basis set

Geometry (Å):
S  -3.094  -5.472  5.500
S  -4.557  -7.636  4.510
F  -0.156  8.004  -7.540
F  -0.607  -7.890  6.355
F  -2.365  0.278  -5.901
F  -2.083  2.878  -1.905
F  -0.057  1.009  -4.693
F  -2.818  1.108  -3.926
F  -0.292  7.297  -4.955
F  0.251  -1.400  0.170
F  -1.104  1.069  -0.166
F  5.460  1.872  -3.141
F  2.741  -2.266  -0.252
F  1.778  0.120  0.535
F  -4.195  7.274  -5.350
F  4.304  0.942  4.435
F  2.451  -1.015  4.192
F  4.451  -0.419  -1.764
F  2.969  0.901  -2.689
F  -5.125  -1.011  3.662
F  -0.269  3.514  -0.856
F  -2.327  -9.146  6.837
F  6.957  -0.673  -0.565
F  -2.170  5.262  -5.218
F  6.625  -0.547  -3.367
F  9.000  0.057  -0.860
F  -4.685  6.757  -3.299
F  3.298  -1.885  1.825
F  -2.050  -2.533  3.598
F  8.250  -1.808  -2.627
F  -0.866  0.335  -2.208
F  -0.526  -10.025  6.028
F  -0.590  2.304  -6.348
F  -0.159  9.455  -5.295
F  -4.518  -2.464  2.163
F  3.730  0.761  2.332
F  -2.133  7.188  -7.095
F  4.320  3.075  -1.735
F  1.686  0.763  5.178
F  -4.231  4.599  -4.920
O  1.054  0.380  3.115
O  -5.414  -7.827  3.360
O  -0.858  3.077  -4.315
O  -5.180  -7.911  5.781
O  -2.690  7.564  -3.702
O  5.931  1.819  -0.943
O  -1.850  -4.934  4.996
O  -2.970  -6.203  6.741
O  -1.384  -7.615  3.868
N  -3.931  -6.191  4.359
C  7.726  0.094  -1.358
C  -3.221  5.324  -4.383
C  2.261  -2.154  1.009
C  -0.445  1.265  -1.332
C  -3.333  -8.967  4.281
C  7.824  -0.531  -2.754
C  -4.118  -4.021  5.853
C  1.229  -1.025  1.035
C  -1.351  -8.925  5.954
C  -3.685  6.775  -4.209
C  -1.840  -8.783  4.485
C  3.893  0.798  -1.697
C  -2.364  1.406  -5.157
C  -3.429  -2.679  5.604
C  -0.082  3.135  -3.135
C  -0.988  8.371  -5.379
C  -0.930  1.950  -5.086
C  0.544  -0.714  2.370
C  4.955  1.887  -1.893
C  -0.745  2.680  -1.829
C  -2.151  8.655  -4.417
C  -3.265  -2.355  4.158
C  2.093  0.261  3.987
C  7.282  1.561  -1.261
C  -1.309  8.228  -6.870
C  -4.252  -1.963  3.352
C  3.292  1.121  3.557
H  0.425  -1.610  2.980
H  -4.103  -1.907  5.997
H  0.095  4.201  -2.991
H  7.610  2.132  -2.131
H  -2.928  9.249  -4.901
H  -4.476  -4.116  6.876
H  -4.978  -4.077  5.188
H  7.832  1.954  -0.408
H  -2.945  4.896  -3.417
H  8.541  0.017  -3.372
H  1.797  -3.100  1.299
H  -2.484  -2.589  6.134
H  0.624  1.143  -1.157
H  -1.714  9.286  -3.645
H  -1.766  9.144  -7.254
H  3.402  0.923  -0.732
H  -3.475  -9.285  3.252
H  -0.425  -7.621  3.832
H  -3.681  -9.781  4.913
H  3.005  2.174  3.540
H  -1.365  -9.638  3.990
H  -0.462  -0.399  2.101
H  -3.020  2.149  -5.615
H  0.899  2.677  -3.268

Properties
**Charge**: -1
**Frontier orbital gap**: 0.2756 Ha
**Spin multiplicity**: 1